{"formula": "C34H44Cl3N3O6Si3Zr", "method": "ωB97M-V with the def2-TZVPD basis set", "homo_lumo_gap_ev": 8.015, "charge": 0, "lumo_ev": 0.0, "species": ["Zr", "C", "C", "N", "C", "C", "N", "C", "O", "O", "C", "O", "O", "H", "H", "H", "H", "H", "C", "Si", "C", "C", "N", "C", "C", "C", "C", "C", "C", "O", "C", "C", "C", "C", "C", "C", "H", "H", "H", "H", "H", "H", "H", "H", "H", "H", "H", "H", "H", "H", "H", "H", "H", "H", "Cl", "C", "C", "C", "Cl", "C", "O", "C", "Cl", "C", "H", "H", "C", "Si", "C", "C", "C", "Si", "C", "C", "C", "H", "H", "H", "H", "H", "H", "H", "H", "H", "H", "H", "H", "H", "H", "H", "H", "H", "H", "H"], "positions_angstrom": [[-0.154, -0.309, -0.248], [2.703, 1.635, 3.314], [1.352, 1.038, 3.457], [0.551, 0.601, 2.505], [-0.565, 0.119, 3.139], [-0.432, 0.285, 4.506], [0.794, 0.865, 4.674], [-1.281, 0.060, 5.706], [-2.467, -0.460, 5.519], [-0.853, 0.390, 6.789], [-1.703, -0.461, 2.375], [-2.720, -0.819, 2.979], [-1.564, -0.533, 1.117], [2.801, 2.176, 2.379], [3.456, 0.847, 3.332], [2.893, 2.313, 4.143], [1.170, 1.090, 5.585], [-2.670, -0.659, 4.542], [2.148, -1.334, -2.402], [1.236, 0.108, -3.281], [2.562, 1.420, -3.747], [0.543, -0.598, -4.925], [0.117, 0.708, -2.110], [-0.432, 1.950, -2.239], [-0.497, 2.683, -3.437], [-1.078, 3.932, -3.506], [-1.620, 4.523, -2.379], [-1.602, 3.825, -1.181], [-1.026, 2.573, -1.117], [-1.067, 1.783, 0.056], [-1.368, 2.465, 1.237], [-0.398, 3.235, 1.872], [-0.681, 3.820, 3.094], [-1.930, 3.658, 3.673], [-2.904, 2.921, 3.022], [-2.633, 2.335, 1.797], [2.169, -2.208, -3.044], [1.633, -1.613, -1.480], [3.179, -1.083, -2.169], [3.406, 0.960, -4.251], [2.941, 1.932, -2.868], [2.167, 2.179, -4.413], [1.349, -1.037, -5.503], [0.078, 0.161, -5.544], [-0.199, -1.374, -4.758], [-0.102, 2.230, -4.333], [-1.119, 4.442, -4.457], [-2.074, 5.498, -2.429], [-2.046, 4.257, -0.296], [0.573, 3.358, 1.415], [0.077, 4.400, 3.597], [-2.150, 4.114, 4.625], [-3.880, 2.799, 3.466], [-3.389, 1.765, 1.275], [7.016, 0.050, 0.998], [5.335, -0.323, 0.965], [4.440, 0.599, 0.446], [3.097, 0.278, 0.428], [1.944, 1.435, -0.119], [2.571, -0.957, 0.867], [1.315, -1.260, 0.728], [3.529, -1.823, 1.452], [2.983, -3.284, 2.180], [4.878, -1.523, 1.489], [4.783, 1.542, 0.058], [5.575, -2.220, 1.926], [-1.720, -3.595, 1.194], [-1.041, -3.593, -0.594], [-1.861, -5.044, -1.554], [0.793, -4.159, -0.477], [-1.145, -1.917, -1.463], [-2.873, -1.330, -1.956], [-3.826, -2.621, -3.015], [-4.056, -0.827, -0.538], [-2.822, 0.208, -3.106], [-2.027, -4.588, 1.512], [-2.576, -2.940, 1.309], [-0.948, -3.252, 1.879], [-1.494, -5.998, -1.190], [-1.625, -4.989, -2.610], [-2.939, -5.051, -1.461], [0.851, -5.169, -0.083], [1.356, -3.523, 0.192], [1.292, -4.157, -1.442], [-0.559, -1.981, -2.388], [-4.370, -3.330, -2.402], [-3.152, -3.187, -3.648], [-4.542, -2.131, -3.665], [-4.095, -1.577, 0.244], [-5.065, -0.682, -0.913], [-3.738, 0.106, -0.081], [-1.954, 0.200, -3.755], [-2.805, 1.135, -2.542], [-3.702, 0.234, -3.742]]}

---

{"formula": "C11H14BMgN7O", "method": "ωB97M-V with the def2-TZVPD basis set", "homo_lumo_gap_ev": [3.527, 4.519], "charge": 2, "lumo_ev": [-11.3, -10.6], "species": ["C", "N", "N", "C", "C", "B", "N", "N", "C", "C", "C", "Mg", "N", "N", "C", "C", "C", "H", "H", "H", "H", "H", "H", "H", "H", "H", "H", "H", "C", "H", "H", "H", "O", "C", "N"], "positions_angstrom": [[2.798, -0.364, 0.179], [1.516, -0.361, -0.238], [1.528, 0.145, -1.521], [2.803, 0.311, -1.930], [3.658, -0.005, -0.881], [0.342, 0.346, -2.502], [-0.544, -0.897, -2.193], [-0.705, -1.574, -0.990], [-1.575, -2.585, -1.225], [-1.852, -2.650, -2.592], [-1.173, -1.588, -3.170], [0.140, -1.848, 1.036], [-0.338, 1.787, -2.509], [-1.045, 2.272, -1.422], [-1.406, 3.526, -1.689], [-0.991, 3.869, -2.996], [-0.315, 2.744, -3.491], [-1.936, 4.116, -0.933], [0.173, 2.560, -4.445], [-1.162, 4.821, -3.472], [0.780, 0.252, -3.640], [-1.119, -1.286, -4.202], [2.984, 0.631, -2.939], [-2.519, -3.341, -3.071], [4.726, 0.080, -0.866], [-1.966, -3.162, -0.392], [3.032, -0.603, 1.205], [-1.528, -0.754, 1.048], [-1.799, -1.538, 1.794], [-2.772, -1.944, 1.494], [-1.084, -2.407, 2.014], [-1.883, -1.008, 2.740], [1.108, 1.263, 3.660], [1.081, 0.159, 3.186], [1.043, -0.966, 2.728]]}

---

{"formula": "C7H13N4", "method": "ωB97M-V with the def2-TZVPD basis set", "multiplicity": 3, "de_lowest_kcal_mol": 12.07, "homo_lumo_gap_ev": [7.712, 6.172], "charge": 1, "lumo_ev": [-2.9, -6.6], "s2": 2.02, "species": ["C", "C", "C", "C", "C", "C", "C", "N", "N", "N", "N", "H", "H", "H", "H", "H", "H", "H", "H", "H", "H", "H", "H", "H"], "positions_angstrom": [[2.582, -0.174, 0.013], [1.990, 0.967, -0.579], [0.318, -0.394, 0.233], [-2.415, -0.933, -0.367], [-2.700, -0.333, 0.876], [-3.044, 0.520, -0.397], [2.029, -2.052, 1.258], [1.594, -0.988, 0.377], [0.684, 0.790, -0.412], [2.542, 2.004, -1.300], [-2.170, 1.485, -0.561], [3.547, -0.546, 0.077], [-1.338, -1.021, -0.622], [-3.035, -1.650, -0.678], [-3.557, -0.519, 1.333], [-1.989, 0.256, 1.411], [-4.097, 0.535, -0.679], [2.558, -2.687, 0.553], [2.740, -1.698, 2.057], [1.147, -2.483, 1.500], [-0.076, 1.487, -0.613], [3.419, 2.406, -0.960], [1.844, 2.676, -1.636], [-2.573, 2.354, -0.885]]}

---

{"formula": "H12O6", "method": "ωB97M-V with the def2-TZVPD basis set", "multiplicity": 2, "de_lowest_kcal_mol": 50.99, "homo_lumo_gap_ev": [12.447, 2.259], "charge": 1, "lumo_ev": [-3.6, -11.7], "s2": 0.76, "species": ["O", "H", "H", "O", "H", "H", "O", "H", "H", "O", "H", "H", "O", "H", "H", "O", "H", "H"], "positions_angstrom": [[0.401, -1.169, -3.862], [0.717, -1.911, -3.328], [0.380, -0.519, -3.138], [-2.134, -1.187, -2.143], [-2.022, -2.070, -2.562], [-1.387, -1.040, -1.584], [-1.275, 1.537, 2.347], [-2.165, 1.813, 2.524], [-0.842, 1.466, 3.193], [-0.379, 2.284, -0.102], [-0.962, 1.842, 0.554], [-0.992, 2.708, -0.699], [2.656, -0.479, 3.019], [3.153, -1.280, 3.279], [2.089, -0.749, 2.261], [1.109, -0.696, 0.325], [0.270, -0.212, 0.443], [1.382, -0.339, -0.527]]}